Computed, not measured: 2 unconnected molecules or ions with the total composition C3HF2IO2 in a non-equilibrium geometry, with ωB97M-V/def2-TZVPD.

Positions of all 9 atoms, in Å:
C1 0.01676 0.37996 -0.31344
C2 -0.95511 0.74890 0.28056
C3 1.41225 -0.79206 -1.35251
O1 -2.06784 0.99166 2.23400
O2 -1.80286 1.53266 0.92325
F1 2.47172 -0.70668 -0.58120
F2 1.60141 -0.38793 -2.59002
I1 0.55635 -2.78744 -1.23142
H1 -1.23269 1.02093 2.63078

For the total energy, the calculation gives -762.41136 a.u. The energy relative to the best compared isomer or geometry (same formula, charge and spin) comes out at 619.2 kJ/mol. The HOMO-LUMO gap (alpha / beta) comes out at 6.4 / 5.6 eV. Its spin multiplicity is 3.

Löwdin population analysis, charges in e, atoms 1 to 5: number 1, C, carries 0.147; number 2, C, carries -0.106; number 3, C, carries -0.954; number 4, O, carries 0.074; number 5, O, carries 0.031